<i>
Molecular formula: C4H12OS2
Method: DFT, ωB97M-V with the def2-TZVPD basis set

Positions of all 19 atoms, in Å:
S (-1.28, -2.21, 0.02)
S (0.78, -1.80, -0.21)
O (-2.98, 0.54, -2.66)
C (1.87, 0.76, -0.29)
C (0.77, -0.15, -0.78)
C (1.82, 1.17, 1.23)
C (-1.67, -1.42, 1.48)
H (-0.77, -1.17, 2.08)
H (0.90, -0.13, -1.88)
H (-2.49, -0.23, -2.29)
H (2.44, 2.06, 1.43)
H (0.77, 1.41, 1.49)
H (2.17, 0.35, 1.87)
H (2.84, 0.27, -0.46)
H (-0.24, 0.24, -0.55)
H (-2.27, 1.14, -2.99)
H (-2.20, -0.49, 1.24)
H (-2.33, -2.06, 2.10)
H (1.87, 1.72, -0.84)

Properties
- gap between HOMO and LUMO (eV) = 9.409
- E_HOMO (eV) = -8.91
- spin multiplicity = 1
- net charge = 0

Atomic partial charges in e from the Löwdin method, atoms 1 to 8: 0.480 0.542 -0.092 -0.323 -0.661 -0.112 -0.557 0.039

***

<ii>
Molecular formula: C4H12OS2
Method: DFT, ωB97M-V with the def2-TZVPD basis set

Positions of all 19 atoms, in Å:
S (1.43, 2.53, 0.51)
S (-0.47, 2.48, -0.22)
O (-0.31, -4.42, -0.23)
C (0.95, 1.38, 1.91)
C (-0.20, 1.31, -1.60)
C (-1.43, 0.75, -2.19)
C (0.77, -0.20, 1.87)
H (-1.72, 1.35, -3.03)
H (0.47, 1.94, -2.28)
H (-1.20, -0.16, -2.70)
H (-2.17, 0.72, -1.41)
H (1.72, -0.58, 1.62)
H (0.02, 1.89, 2.33)
H (-0.83, -5.20, -0.35)
H (0.56, -0.42, 2.96)
H (0.52, -4.85, 0.01)
H (0.31, 0.42, -1.23)
H (-0.14, -0.51, 1.35)
H (1.72, 1.55, 2.70)

Properties
- gap between HOMO and LUMO (eV) = 9.269
- E_HOMO (eV) = -8.52
- spin multiplicity = 1
- net charge = 0

Atomic partial charges in e from the Löwdin method, atoms 1 to 8: 0.465 0.472 -0.055 -0.630 -0.636 -0.188 -0.130 0.066

***

<iii>
Molecular formula: C4H12OS2
Method: DFT, ωB97M-V with the def2-TZVPD basis set

Positions of all 19 atoms, in Å:
S (1.45, 1.59, 1.03)
S (2.29, 0.15, 0.04)
O (-2.01, -2.33, 0.10)
C (1.82, -0.20, -1.69)
C (-1.25, 2.18, 1.08)
C (1.24, -1.68, -1.61)
C (-0.32, 1.21, 1.76)
H (-2.51, -1.53, 0.14)
H (0.81, -1.86, -2.59)
H (-0.70, 0.18, 2.01)
H (-1.92, 2.49, 1.87)
H (-1.85, 1.51, 0.23)
H (-2.17, -2.80, 0.99)
H (0.91, 0.40, -1.79)
H (2.69, -0.05, -2.52)
H (-0.86, 3.03, 0.43)
H (-0.17, 1.59, 2.80)
H (0.30, -1.71, -0.99)
H (2.26, -2.18, -1.31)

Properties
- gap between HOMO and LUMO (eV) = 8.972
- E_HOMO (eV) = -8.42
- spin multiplicity = 1
- net charge = 0

Atomic partial charges in e from the Löwdin method, atoms 1 to 8: 0.419 0.388 -0.078 -0.582 -0.240 -0.202 -0.533 0.004

***

Question: which arrangement is favored energetically? Ranking from most to least stable: <i>, <ii>, <iii>.

***

<i>
Molecular formula: C3H10N2O2Si
Method: DFT, ωB97M-V with the def2-TZVPD basis set

Positions of all 18 atoms, in Å:
Si (-0.19, 0.39, -0.99)
O (1.43, 0.55, -1.17)
O (-0.81, 1.90, -0.05)
N (-2.10, 2.40, -0.23)
N (2.21, 1.56, -0.61)
C (0.29, -2.60, 1.73)
C (-0.58, -1.10, -0.01)
C (0.44, -1.52, 0.71)
H (-2.79, 1.66, -0.64)
H (-0.78, -2.96, 1.68)
H (-1.60, -1.68, -0.15)
H (-0.83, 0.62, -2.28)
H (1.61, 2.43, -0.66)
H (3.00, 1.74, -1.35)
H (1.33, -0.81, 0.65)
H (0.40, -2.16, 2.75)
H (-2.10, 3.05, -1.00)
H (1.08, -3.48, 1.61)

Properties
- gap between HOMO and LUMO (eV) = 9.607
- E_HOMO (eV) = -8.83
- spin multiplicity = 1
- net charge = 0

Atomic partial charges in e from the Löwdin method, atoms 1 to 8: 0.565 -0.346 -0.378 -0.096 -0.022 -0.119 -0.190 -0.268

***

<ii>
Molecular formula: C3H10N2O2Si
Method: DFT, ωB97M-V with the def2-TZVPD basis set

Positions of all 18 atoms, in Å:
Si (-1.00, 1.86, -0.53)
O (1.54, -0.16, -1.75)
O (-0.50, -1.03, -2.05)
N (1.73, -1.05, 1.24)
N (-1.25, -0.86, 0.24)
C (0.45, -0.37, -1.34)
C (-0.14, 0.01, 0.02)
C (0.94, 0.13, 1.11)
H (-0.89, -1.83, 0.40)
H (-1.09, -1.31, -1.34)
H (-0.22, 2.07, -1.79)
H (0.97, -1.76, 1.28)
H (-0.52, 2.85, 0.55)
H (-2.47, 1.90, -0.47)
H (2.46, -1.04, 0.46)
H (0.37, 0.30, 2.08)
H (-1.94, -0.68, 1.02)
H (1.56, 0.98, 0.87)

Properties
- gap between HOMO and LUMO (eV) = 9.726
- E_HOMO (eV) = -9.21
- spin multiplicity = 1
- net charge = 0

Atomic partial charges in e from the Löwdin method, atoms 1 to 8: 0.789 0.118 0.076 -0.001 -0.025 -0.622 -0.538 -0.313

***

Question: which arrangement is favored energetically? Ranking from most to least stable: <ii>, <i>.

***

<i>
Molecular formula: BrH2OP
Method: DFT, ωB97M-V with the def2-TZVPD basis set

Positions of all 5 atoms, in Å:
Br (2.12, -0.75, -0.36)
P (0.63, 0.49, 0.54)
O (-0.90, 0.40, -1.00)
H (-0.23, -0.38, 1.34)
H (-1.62, 0.23, -0.52)

Properties
- gap between HOMO and LUMO (eV) = 9.396
- E_HOMO (eV) = -10.02
- spin multiplicity = 1
- net charge = 0

Listed below, in e, are the Löwdin charges computed for each atom: 0.212 0.417 -0.381 -0.117 -0.131

***

<ii>
Molecular formula: BrH2OP
Method: DFT, ωB97M-V with the def2-TZVPD basis set

Positions of all 5 atoms, in Å:
Br (-2.17, 0.43, 0.10)
P (-0.52, -0.98, -0.05)
O (1.12, 0.33, -0.93)
H (0.19, -0.82, 1.09)
H (1.39, 1.04, -0.21)

Properties
- gap between HOMO and LUMO (eV) = 9.263
- E_HOMO (eV) = -10.35
- spin multiplicity = 1
- net charge = 0

Listed below, in e, are the Löwdin charges computed for each atom: 0.171 0.485 -0.482 -0.191 0.017

***

Question: which arrangement is favored energetically? Ranking from most to least stable: <i>, <ii>.

***

<i>
Molecular formula: C6H3N5OS
Method: DFT, ωB97M-V with the def2-TZVPD basis set

Positions of all 16 atoms, in Å:
S (-2.65, -1.20, -0.06)
O (0.53, 2.52, 0.02)
N (-0.79, 0.71, -0.30)
N (3.45, -0.51, 0.22)
N (2.86, 0.66, -0.04)
N (0.13, -1.58, -0.10)
N (2.62, -1.62, 0.34)
C (-3.01, 0.49, 0.42)
C (-0.92, -0.73, -0.26)
C (-2.00, 1.35, 0.24)
C (1.39, -1.08, -0.06)
C (1.55, 0.35, -0.21)
C (0.47, 1.21, -0.28)
H (-2.03, 2.44, 0.20)
H (-4.10, 0.87, 0.58)
H (1.59, 2.68, 0.06)

Properties
- gap between HOMO and LUMO (eV) = 8.381
- E_HOMO (eV) = -8.96
- spin multiplicity = 1
- net charge = 0

Atomic partial charges in e from the Löwdin method, atoms 1 to 8: 1.001 0.090 0.024 -0.051 0.022 0.126 0.067 -0.371

***

<ii>
Molecular formula: C6H3N5OS
Method: DFT, ωB97M-V with the def2-TZVPD basis set

Positions of all 16 atoms, in Å:
S (2.47, -0.22, -1.62)
O (-0.69, -0.29, 2.13)
N (-2.97, 0.41, 0.19)
N (-3.47, 0.71, -0.96)
N (-0.14, 0.26, -1.97)
N (0.71, -0.19, 0.29)
N (-2.53, 0.72, -1.95)
C (1.98, -0.38, 0.90)
C (-0.60, -0.11, 0.80)
C (-1.39, 0.31, -1.36)
C (0.83, -0.04, -1.12)
C (3.03, -0.36, 0.04)
C (-1.64, 0.13, 0.00)
H (-1.62, -0.32, 2.35)
H (1.92, -0.37, 2.01)
H (4.10, -0.26, 0.27)

Properties
- gap between HOMO and LUMO (eV) = 8.414
- E_HOMO (eV) = -8.94
- spin multiplicity = 1
- net charge = 0

Atomic partial charges in e from the Löwdin method, atoms 1 to 8: 1.062 0.136 0.023 -0.035 0.139 0.032 0.058 -0.116

***

Question: which arrangement is favored energetically? Ranking from most to least stable: <ii>, <i>.

***

<i>
Molecular formula: C14H28Cl14
Method: DFT, ωB97M-V with the def2-TZVPD basis set

Positions of all 56 atoms, in Å:
Cl (0.79, 5.76, 0.21)
Cl (3.33, 3.31, 0.86)
Cl (-0.26, 3.82, 3.89)
Cl (0.19, 1.73, -2.67)
Cl (-3.50, -2.36, -2.07)
Cl (-1.27, -4.67, -0.40)
Cl (-0.67, 0.75, 1.16)
Cl (5.22, 4.30, -1.70)
Cl (1.92, -0.42, -0.58)
Cl (-3.07, 2.43, -2.13)
Cl (3.40, -6.41, 2.81)
Cl (-1.27, -4.38, 2.95)
Cl (3.24, -3.35, 1.66)
Cl (-2.47, -2.33, -5.29)
C (-0.56, 3.37, -2.64)
C (-2.96, -0.93, -3.03)
C (3.49, 3.87, -1.80)
C (2.35, -3.91, 3.12)
C (3.13, 2.77, -0.82)
C (-0.05, -0.93, 1.27)
C (0.67, 5.43, 1.96)
C (-1.71, 3.42, -1.64)
C (-2.64, -4.90, 1.92)
C (1.97, -5.37, 3.03)
C (-1.83, -1.33, -3.96)
C (-2.67, -4.19, 0.59)
C (0.50, -1.38, -0.07)
C (-0.36, 4.32, 2.20)
H (0.87, -2.40, -0.02)
H (-3.58, -4.47, 0.05)
H (1.66, 5.06, 2.20)
H (-3.79, -0.50, -3.58)
H (2.05, 2.61, -0.93)
H (-2.60, -5.98, 1.84)
H (-1.31, -0.47, -4.39)
H (-0.92, 3.56, -3.66)
H (-1.10, -1.91, -3.38)
H (2.97, 4.78, -1.50)
H (-2.63, -3.11, 0.74)
H (1.53, -5.80, 3.92)
H (-2.65, -0.22, -2.27)
H (3.60, 1.82, -1.02)
H (-0.11, 3.48, 1.56)
H (0.39, 6.29, 2.56)
H (-1.38, 4.61, 1.99)
H (3.25, 3.59, -2.82)
H (-3.53, -4.67, 2.50)
H (0.74, -0.89, 2.02)
H (1.50, -3.24, 3.21)
H (-2.05, 4.45, -1.55)
H (1.32, -5.54, 2.18)
H (-0.82, -1.64, 1.56)
H (-1.29, 3.05, -0.71)
H (-0.25, -1.27, -0.85)
H (2.98, -3.69, 3.98)
H (0.23, 4.09, -2.45)

Properties
- gap between HOMO and LUMO (eV) = 10.958
- E_HOMO (eV) = -10.63
- spin multiplicity = 1
- net charge = 0

Atomic partial charges in e from the Löwdin method, atoms 1 to 8: 0.571 0.579 0.578 0.557 0.555 0.549 0.581 0.538

***

<ii>
Molecular formula: C14H28Cl14
Method: DFT, ωB97M-V with the def2-TZVPD basis set

Positions of all 56 atoms, in Å:
Cl (3.00, 5.92, -1.84)
Cl (5.11, -4.65, -4.28)
Cl (0.21, 0.77, 1.85)
Cl (-2.17, 1.73, -6.19)
Cl (0.31, 4.46, -0.95)
Cl (-6.51, 0.81, 3.26)
Cl (-0.50, 1.46, -3.19)
Cl (4.97, -0.49, 3.40)
Cl (-3.02, -2.90, 4.36)
Cl (2.35, -0.51, -0.40)
Cl (1.34, -2.45, -3.48)
Cl (-0.59, -2.48, 1.93)
Cl (-3.36, 0.60, 1.77)
Cl (3.46, -1.67, 5.96)
C (-0.67, -3.87, 3.15)
C (3.22, -2.31, 4.36)
C (0.28, 6.19, -1.14)
C (-4.96, -0.11, 1.23)
C (-1.60, 2.84, -3.78)
C (0.66, -0.52, -0.62)
C (-0.10, 0.57, 0.14)
C (3.34, -1.25, 3.26)
C (-1.30, -3.47, 4.51)
C (-1.46, 3.13, -5.28)
C (-5.92, -0.65, 2.41)
C (3.01, -3.08, -3.27)
C (1.67, 6.73, -0.92)
C (3.35, -4.26, -4.18)
H (3.15, -3.41, -2.24)
H (-6.71, -1.27, 2.01)
H (2.64, -0.45, 3.49)
H (-5.43, -1.31, 3.13)
H (-0.39, 3.21, -5.48)
H (0.38, -0.31, -1.65)
H (2.78, -5.18, -4.09)
H (0.30, -4.36, 3.15)
H (1.91, 6.63, 0.14)
H (3.01, -3.99, -5.17)
H (0.38, -1.55, -0.40)
H (-1.36, -4.33, 5.17)
H (3.68, -2.25, -3.46)
H (-4.66, -0.97, 0.64)
H (-2.60, 2.53, -3.48)
H (-1.42, 3.78, -3.25)
H (-5.39, 0.62, 0.54)
H (0.09, 1.53, -0.34)
H (2.24, -2.77, 4.30)
H (-1.38, -4.55, 2.67)
H (-1.18, 0.45, 0.03)
H (-1.93, 4.03, -5.68)
H (1.86, 7.80, -1.05)
H (3.92, -3.14, 4.26)
H (3.18, -1.62, 2.25)
H (-0.44, 6.58, -0.42)
H (-0.70, -2.70, 5.00)
H (-0.04, 6.48, -2.14)

Properties
- gap between HOMO and LUMO (eV) = 10.672
- E_HOMO (eV) = -10.25
- spin multiplicity = 1
- net charge = 0

Atomic partial charges in e from the Löwdin method, atoms 1 to 8: 0.503 0.528 0.535 0.507 0.593 0.522 0.554 0.507

***

Question: which arrangement is favored energetically? Ranking from most to least stable: <i>, <ii>.

***

<i>
Molecular formula: C20H42B2CaF4N8O4
Method: DFT, ωB97M-V with the def2-TZVPD basis set

Positions of all 81 atoms, in Å:
Ca (-0.40, 0.44, -0.45)
F (-1.65, 1.20, -4.42)
F (-1.79, 2.66, -2.65)
F (-2.00, 0.41, -2.25)
F (0.01, 1.24, -2.79)
O (3.71, 1.80, -1.02)
O (1.11, -1.68, -2.61)
O (0.05, -3.19, -1.31)
O (1.84, 1.07, 0.01)
N (-3.70, 2.52, -0.01)
N (1.89, 3.09, -1.05)
N (-1.70, 1.98, 1.06)
N (0.50, 3.18, -0.98)
N (0.42, -0.79, 4.70)
N (-0.06, 0.00, 2.47)
N (-2.31, 4.23, 0.31)
N (1.15, -1.96, 2.92)
C (2.47, -3.07, -4.03)
C (-3.54, 4.78, -0.25)
C (4.30, 0.52, -0.72)
C (2.44, 1.91, -0.65)
C (1.12, -2.91, -3.35)
C (-2.49, 2.86, 0.53)
C (1.12, -1.98, 5.21)
C (2.09, -4.42, -1.52)
C (1.98, -2.38, 4.03)
C (-0.82, -0.55, 5.43)
C (0.43, -0.85, 3.30)
C (0.02, -5.15, -2.70)
C (-4.16, 1.16, -0.15)
C (0.02, -2.82, -4.40)
C (-4.21, 3.57, -0.87)
C (1.68, -2.07, 1.59)
C (0.83, -3.95, -2.24)
C (-1.61, 5.13, 1.21)
C (-0.68, 2.33, 2.04)
C (-0.60, 1.22, 3.06)
B (0.30, -1.81, -1.47)
B (-1.38, 1.38, -3.10)
H (-5.25, 1.15, -0.05)
H (-1.62, 1.08, 3.43)
H (0.40, -2.77, 5.44)
H (1.69, -1.74, 6.10)
H (0.21, 4.04, -0.53)
H (2.58, -2.32, -4.81)
H (-3.90, 3.41, -1.91)
H (-0.95, -4.85, -3.09)
H (-0.60, -0.66, 6.50)
H (0.02, 1.54, 3.90)
H (2.12, -3.06, 1.46)
H (-3.89, 0.73, -1.12)
H (2.71, -5.06, -2.15)
H (0.55, -5.70, -3.48)
H (-5.30, 3.62, -0.81)
H (0.31, 2.47, 1.58)
H (-0.96, -2.71, -3.92)
H (0.19, -1.93, -5.00)
H (4.27, 0.33, 0.35)
H (2.45, -1.30, 1.39)
H (3.29, -2.95, -3.32)
H (-1.59, -1.28, 5.17)
H (-0.15, -5.83, -1.86)
H (-1.21, 0.45, 5.28)
H (-3.31, 5.56, -0.98)
H (1.79, -5.00, -0.65)
H (-0.91, 3.25, 2.58)
H (2.40, 3.63, -1.74)
H (2.94, -1.85, 4.03)
H (0.10, 3.14, -1.91)
H (2.18, -3.45, 3.99)
H (-0.01, -3.69, -5.05)
H (3.77, -0.26, -1.25)
H (-1.72, 6.14, 0.82)
H (2.68, -3.57, -1.18)
H (-4.17, 5.21, 0.54)
H (2.56, -4.06, -4.50)
H (-0.54, 4.91, 1.25)
H (-2.00, 5.12, 2.23)
H (5.33, 0.60, -1.07)
H (0.90, -1.96, 0.85)
H (-3.74, 0.56, 0.65)

Properties
- gap between HOMO and LUMO (eV) = 6.465
- E_HOMO (eV) = -6.08
- spin multiplicity = 1
- net charge = 0

Atomic partial charges in e from the Löwdin method, atoms 1 to 8: 1.333 0.186 0.097 0.008 0.036 -0.001 -0.008 -0.003

***

<ii>
Molecular formula: C20H42B2CaF4N8O4
Method: DFT, ωB97M-V with the def2-TZVPD basis set

Positions of all 81 atoms, in Å:
Ca (-0.51, -0.01, -0.30)
F (1.02, 0.79, -2.51)
F (-0.66, -0.33, -3.65)
F (0.84, -1.50, -2.35)
F (1.56, -0.56, -4.35)
O (-1.08, -3.77, -2.32)
O (-1.64, -1.99, -1.06)
O (2.58, -1.22, 0.17)
O (2.66, 1.04, 0.36)
N (-0.16, -1.18, 3.25)
N (-4.84, 2.08, -1.32)
N (-2.85, 1.25, -0.24)
N (-0.19, -3.59, -0.31)
N (-1.38, 0.41, 1.86)
N (0.13, -2.81, 0.80)
N (0.57, 0.93, 3.04)
N (-2.82, 2.64, -2.12)
C (-3.56, 0.59, 0.86)
C (0.81, 2.15, 2.29)
C (4.03, 0.66, 0.08)
C (-0.99, -3.04, -1.24)
C (-1.43, 2.37, -2.39)
C (-5.74, 2.37, -0.21)
C (-5.07, 2.92, -2.50)
C (4.45, -1.52, -1.28)
C (-2.59, -0.36, 1.54)
C (-3.47, 1.94, -1.13)
C (4.39, 1.31, -1.25)
C (4.71, -1.58, 1.19)
C (-1.86, -3.20, -3.40)
C (-0.43, 0.05, 2.66)
C (3.99, -0.91, 0.03)
C (1.70, 0.19, 3.55)
C (4.90, 1.23, 1.18)
C (-3.74, 2.86, -3.23)
C (-1.22, -2.04, 3.74)
C (1.02, -1.04, 4.11)
B (1.78, -0.06, 0.32)
B (0.72, -0.41, -3.26)
H (4.87, 2.33, 1.13)
H (4.29, -1.26, 2.15)
H (-1.36, -2.33, -3.80)
H (1.07, -2.42, 0.68)
H (4.42, -2.61, -1.20)
H (5.94, 0.92, 1.07)
H (-5.31, 3.94, -2.21)
H (0.72, -0.89, 5.16)
H (-1.93, -3.99, -4.14)
H (0.45, -4.31, -0.62)
H (-1.80, -2.46, 2.93)
H (-0.15, 2.54, 1.93)
H (-1.26, 1.35, -2.73)
H (-1.88, -1.54, 4.44)
H (-3.88, 1.34, 1.58)
H (3.72, 0.99, -2.05)
H (-1.09, 3.02, -3.19)
H (-3.09, -0.83, 2.39)
H (2.41, -0.06, 2.75)
H (3.80, -1.22, -2.10)
H (-6.75, 2.43, -0.61)
H (5.48, -1.22, -1.51)
H (-0.75, -2.88, 4.26)
H (-3.49, 3.78, -3.75)
H (-5.72, 1.59, 0.54)
H (0.09, -3.36, 1.64)
H (1.64, -1.93, 4.05)
H (-5.89, 2.53, -3.10)
H (4.28, 2.40, -1.14)
H (-2.37, -1.17, 0.85)
H (4.54, 0.93, 2.17)
H (1.46, 1.98, 1.44)
H (2.23, 0.76, 4.31)
H (5.78, -1.37, 1.18)
H (-3.70, 2.03, -3.94)
H (-0.82, 2.59, -1.51)
H (5.42, 1.10, -1.53)
H (-2.85, -2.92, -3.04)
H (-5.50, 3.32, 0.27)
H (-4.44, 0.02, 0.55)
H (4.57, -2.66, 1.11)
H (1.26, 2.89, 2.95)

Properties
- gap between HOMO and LUMO (eV) = 7.106
- E_HOMO (eV) = -6.66
- spin multiplicity = 1
- net charge = 0

Atomic partial charges in e from the Löwdin method, atoms 1 to 8: 1.327 0.059 0.059 0.090 0.154 0.005 -0.070 -0.025

***

Question: which arrangement is favored energetically? Ranking from most to least stable: <i>, <ii>.